Entry 1:
# C30H45B3N6O4

C30H45B3N6O4 as an isolated structure (ωB97M-V with the def2-TZVPD basis set, OMol25).

Last column: Löwdin charge in e.
Atoms and positions in Å:
C -5.1790 2.7448 1.7300  -0.0877
C -5.4375 1.4295 0.9787  -0.2378
C -4.3163 1.1009 -0.0457  -0.0505
B -3.0713 0.5193 0.7097  -0.5247
O -3.1741 -0.4246 1.7351  0.2785
B -2.5430 0.0576 2.8881  -0.5580
C -3.2765 0.0141 4.2756  0.0540
O -1.2659 0.6204 2.7511  0.2572
B -1.2978 1.5191 1.6838  -0.4993
C -0.9139 3.0411 1.8275  -0.0641
O 0.0669 3.2747 2.8420  -0.2080
C -0.5001 3.4893 4.1207  -0.0918
O -1.7761 1.0218 0.4711  0.2663
H -4.5550 2.5994 2.6176  0.0705
H -4.6725 3.4827 1.1037  0.0775
H -6.1267 3.1758 2.0513  0.0732
H -6.3785 1.5150 0.4360  0.1043
H -5.5254 0.6314 1.7161  0.1013
H -4.0119 2.0351 -0.5189  0.1115
H -4.7106 0.4095 -0.7914  0.1158
H -3.0787 -0.9508 4.7471  0.0807
H -2.9155 0.8121 4.9251  0.0665
H -4.3503 0.1477 4.1440  0.0706
H -0.5844 3.4682 0.8795  0.1236
H -1.8448 3.5753 2.0841  0.1335
H 0.2650 3.2517 4.8584  0.1012
H -0.8266 4.5281 4.2515  0.0891
H -1.3462 2.8237 4.3105  0.0849
N 0.6053 6.3284 2.2646  0.0178
C 0.8847 6.5833 0.9509  -0.1525
C 1.1408 7.9229 0.8242  -0.1076
C 1.0073 8.4996 2.1155  -0.1115
C 0.6784 7.4898 2.9823  -0.1414
H 0.3825 5.4196 2.6360  0.0975
H 0.8821 5.7910 0.2210  0.1009
H 1.3989 8.4311 -0.0896  0.0910
H 1.1419 9.5354 2.3784  0.0888
H 0.4939 7.4998 4.0431  0.1032
N 1.1466 -4.0339 1.7749  0.0010
C 0.1518 -3.0929 1.7864  -0.1292
C 0.7066 -1.9018 2.1734  -0.0828
C 2.0904 -2.1350 2.4008  -0.0976
C 2.3310 -3.4588 2.1488  -0.1403
H 1.0240 -4.9957 1.5238  0.1121
H -0.8583 -3.3493 1.5134  0.1069
H 0.1804 -0.9696 2.2716  0.0777
H 2.8252 -1.4114 2.7118  0.0924
H 3.2385 -4.0359 2.1977  0.1044
N -0.1824 -7.2045 0.2028  -0.0079
C -1.4689 -7.4242 -0.2115  -0.1381
C -1.4639 -7.4646 -1.5799  -0.1064
C -0.1231 -7.2605 -2.0066  -0.1107
C 0.6444 -7.1043 -0.8841  -0.1466
H 0.1081 -7.1370 1.1604  0.1336
H -2.2707 -7.5329 0.4982  0.1062
H -2.3247 -7.6237 -2.2071  0.0920
H 0.2357 -7.2356 -3.0227  0.0819
H 1.7011 -6.9335 -0.7658  0.1046
N -0.1588 -1.7346 -2.7695  0.0079
C -0.3702 -0.5426 -2.1328  -0.1271
C 0.4873 0.3776 -2.6748  -0.1048
C 1.2443 -0.2859 -3.6782  -0.1105
C 0.8188 -1.5869 -3.7161  -0.1446
H -0.6471 -2.5882 -2.5708  0.1404
H -1.1032 -0.4493 -1.3532  0.0935
H 0.5629 1.4121 -2.3841  0.0881
H 2.0094 0.1436 -4.3031  0.0890
H 1.1271 -2.4140 -4.3332  0.0946
N 3.9457 4.4349 0.6193  0.0043
C 4.5921 3.9185 -0.4700  -0.1436
C 5.8670 4.4190 -0.4754  -0.1167
C 5.9920 5.2706 0.6557  -0.1154
C 4.7890 5.2591 1.3105  -0.1424
H 2.9940 4.2439 0.8729  0.1276
H 4.0937 3.2424 -1.1435  0.1025
H 6.6252 4.2000 -1.2085  0.0869
H 6.8641 5.8284 0.9531  0.0871
H 4.4616 5.7656 2.2022  0.1057
N 1.7342 -5.8162 -5.5908  -0.0008
C 0.5124 -5.3643 -6.0108  -0.1534
C 0.3289 -5.7887 -7.2994  -0.1111
C 1.4845 -6.5277 -7.6701  -0.1120
C 2.3323 -6.5274 -6.5949  -0.1423
H 2.1317 -5.6499 -4.6847  0.1377
H -0.1181 -4.7830 -5.3596  0.0986
H -0.5371 -5.5919 -7.9087  0.0899
H 1.6714 -7.0046 -8.6175  0.0893
H 3.3042 -6.9698 -6.4594  0.1044

Properties
- E: -1874.38604 a.u.

=====

Entry 2:
# C30H45BrO2P2Tl

C30H45BrO2P2Tl as an isolated structure (ωB97M-V with the def2-TZVPD basis set, OMol25).

Last column: Löwdin charge in e.
Atoms and positions in Å:
Tl 3.3210 -0.1594 -0.0461  0.9354
C -1.9843 -1.4441 2.9884  -0.1162
C -1.5228 -2.4637 2.1034  -0.1015
C 0.2364 -1.8313 3.4391  -0.1103
C -0.9068 -1.0716 3.8325  -0.1081
C -0.1346 -2.6525 2.3368  -0.1166
C -3.3459 -0.8724 3.0503  -0.0064
H -3.7784 -0.8080 2.0415  0.0798
H -3.2879 0.1403 3.4690  0.0939
H -4.0348 -1.4505 3.6896  0.1172
C -1.0006 -0.1570 4.9915  0.0221
H -2.0450 0.0514 5.2606  0.0928
H -0.5120 0.8108 4.8211  0.0954
H -0.5189 -0.6189 5.8610  0.1060
C 1.5277 -1.8485 4.1466  0.0129
H 1.4216 -2.3498 5.1223  0.1199
H 1.8815 -0.8282 4.3392  0.0712
H 2.3032 -2.3774 3.5840  0.0886
C 0.7302 -3.6537 1.6700  0.0002
H 0.7567 -4.5981 2.2433  0.1195
H 1.7628 -3.2828 1.5921  0.0828
H 0.3777 -3.9052 0.6598  0.0943
C -2.3311 -3.2132 1.1162  0.0019
H -2.2408 -4.3060 1.2450  0.1121
H -1.9980 -2.9855 0.0898  0.0955
H -3.3956 -2.9550 1.2108  0.0913
C -1.5816 1.9150 -0.4034  -0.0885
C -2.5669 1.0532 -0.0898  -0.1158
C -3.2105 0.0630 -0.9813  -0.1955
C -2.6501 -0.1507 -2.3982  -0.2196
C -1.3825 -0.9010 -2.3876  -0.1692
C -0.1454 -0.3726 -2.5057  -0.2948
C 0.3376 0.8337 -1.7006  -0.2601
C -0.7468 1.9847 -1.6383  -0.2229
H -4.2430 0.4236 -1.0915  0.1201
H -2.6176 0.7822 -2.9839  0.0904
H -3.2243 -0.9330 -0.4945  0.0936
H -1.3527 1.9639 -2.5668  0.0324
H -1.0584 2.4172 0.4157  0.0973
H -3.0282 1.1798 0.8885  0.0884
H -0.1838 2.9448 -1.6602  0.1211
H 0.6278 0.5046 -0.6889  0.0526
H 0.6536 -1.0803 -2.8443  0.0135
H 1.2563 1.2655 -2.1524  0.0720
H -3.3657 -0.8245 -2.8875  0.1181
H -1.5020 -1.9998 -2.4573  0.1063
P -0.2636 1.2499 -4.4295  0.8366
C -0.4271 2.9695 -5.0157  -0.2572
C -1.4620 0.4261 -5.5407  -0.2448
P 2.2567 -0.6887 -4.3986  0.8278
C 1.3947 0.8334 -5.0714  -0.5393
C 1.3258 -1.8637 -5.5009  -0.2915
C 3.6930 -0.4548 -5.5140  -0.3221
H 0.4365 3.5679 -4.7012  0.0484
H -1.3573 3.4137 -4.6423  0.0479
H -0.4733 2.9294 -6.1111  0.0397
H -1.2404 0.8075 -6.5448  0.0402
H -2.4745 0.7492 -5.2518  0.0481
H -1.3866 -0.6686 -5.5334  0.0376
H 3.3468 -0.2405 -6.5322  0.0450
H 4.2770 -1.3791 -5.5190  0.0364
H 4.2764 0.3909 -5.1322  0.0384
H 2.0601 1.6942 -4.8865  0.0559
H 1.2326 0.7805 -6.1658  0.0539
H 1.9900 -2.7220 -5.6678  0.0382
H 1.1240 -1.3989 -6.4732  0.0422
H 0.3697 -2.2092 -5.0851  0.0284
Br 0.3319 3.9384 3.4229  0.7983
C 1.3136 2.9139 4.6640  -0.6361
C 1.1066 3.0132 6.0587  -0.1137
C 1.8085 2.1735 6.9200  -0.0851
C 2.7649 1.3050 6.3893  -0.0816
C 3.0176 1.2875 5.0198  -0.0601
C 2.2863 2.0666 4.1154  -0.2061
C 2.6192 1.9255 2.6350  -0.6919
O 3.4941 2.6834 2.1651  -0.0036
O 2.0140 0.9621 1.9918  -0.2905
H 0.4368 3.7689 6.4666  0.1065
H 1.6401 2.2058 7.9958  0.1089
H 3.3525 0.6550 7.0370  0.1071
H 3.8179 0.6756 4.6056  0.1250

Properties
- E: -4749.41086 a.u.
- Total charge: +1